Record 1
92
Properties=species:S:1:pos:R:3:lowdin_charge:R:1 method="wB97M-V/def2-TZVPD" orbital_gap_ev="5.47 / 5.48" total_charge=0 total_energy_ev=-284384.106 largest_force_ev_per_a=4.43
La -1.32904 0.09901 0.88749 1.893
C -1.84430 4.07652 0.61266 -0.080
O -1.10323 3.09206 1.31050 -0.185
C -0.32583 3.52851 2.36828 -0.180
C -0.58836 4.73703 3.07139 -0.007
C 0.39428 5.23584 3.93916 -0.091
C 1.54048 4.48641 4.13517 -0.105
C 1.71483 3.16555 3.62855 -0.003
C 0.76996 2.62434 2.71164 -0.216
N 0.84882 1.39881 2.11054 -0.028
N 1.56829 0.46082 2.72265 0.090
C 2.32370 -0.36901 2.03260 -0.179
C 2.01199 -0.72945 0.65748 -0.334
O 0.86799 -0.37994 0.09732 -0.338
C 3.00137 -1.49804 0.01393 -0.003
C 4.09040 -2.06379 0.67881 -0.004
C 4.25495 -1.90723 2.06489 -0.210
C 5.42626 -2.41038 2.68378 -0.037
C 5.62730 -2.31413 4.03352 -0.090
C 4.65657 -1.65027 4.80212 -0.067
C 3.58367 -1.00589 4.17283 -0.024
C 3.34787 -1.13036 2.79189 -0.102
H -1.24121 4.92071 0.22635 0.107
H -2.27620 3.68036 -0.31461 0.098
H -2.65836 4.45968 1.20472 0.081
H -1.49519 5.29270 2.84773 0.110
H 0.24747 6.17786 4.48791 0.110
H 2.38824 4.80631 4.71818 0.091
H 2.59031 2.59271 3.90903 0.097
H 2.90005 -1.72838 -1.03918 0.087
H 4.86265 -2.65438 0.14798 0.127
H 6.10799 -2.98167 2.06207 0.110
H 6.46230 -2.80913 4.46532 0.093
H 4.79921 -1.67391 5.88520 0.105
H 2.86476 -0.41084 4.77085 0.112
Br 0.67251 -4.97492 -0.04768 0.550
C 0.76064 -4.41824 1.83061 -0.952
Br -0.45611 -2.94966 2.28159 0.672
H 1.77795 -4.12576 2.05108 -0.009
H 0.43671 -5.26744 2.39323 -0.014
O -4.72448 2.81481 1.93779 0.051
C -3.92995 1.88302 1.84968 -0.620
O -3.49152 1.26211 0.79823 -0.248
C -3.43268 1.45368 3.20162 -0.195
C -4.28196 1.56071 4.36503 0.013
C -3.74046 1.21656 5.55329 -0.053
C -2.33017 0.88261 5.67443 -0.030
C -1.58292 0.84044 4.50413 -0.122
N -2.20668 1.03867 3.31760 0.007
H -5.30485 1.91416 4.23303 0.125
H -4.37525 1.16206 6.44523 0.109
H -1.85394 0.66290 6.64010 0.104
H -0.50713 0.62327 4.57530 0.104
Br 2.27725 -3.27517 -3.94041 0.705
C 1.95773 -1.82878 -5.20324 -0.690
C 3.11697 -1.09033 -5.60756 -0.097
C 2.93958 -0.05831 -6.53173 -0.070
C 1.69757 0.10585 -7.11292 -0.069
C 0.63778 -0.70329 -6.68405 -0.110
N 0.75225 -1.67569 -5.72360 0.040
H 4.04120 -1.34018 -5.06304 0.096
H 3.75744 0.54585 -6.86749 0.105
H 1.54184 0.86607 -7.84738 0.098
H -0.37631 -0.60354 -7.11848 0.111
S -2.41264 0.01233 -2.17526 0.655
C -2.29995 -1.33673 -3.24356 -0.751
N -2.92529 -1.36119 -4.47496 0.007
C -2.81946 -2.47857 -5.42504 -0.159
C -2.77248 -3.79170 -4.55712 -0.153
C -1.49612 -3.66839 -3.75436 -0.175
N -1.60818 -2.44159 -2.90010 0.035
H -3.65892 -0.67536 -4.54291 0.116
H -1.87380 -2.38722 -6.05825 0.110
H -3.62518 -2.48687 -6.14656 0.107
H -2.78008 -4.66316 -5.21542 0.111
H -3.69059 -3.92345 -3.99046 0.119
H -0.57900 -3.60500 -4.36025 0.056
H -1.40930 -4.53968 -3.07125 0.123
H -1.16592 -2.36666 -1.98380 0.114
C 0.09354 3.60400 -2.82433 -0.100
C -0.41392 2.30595 -2.40912 -0.368
O 0.00341 1.95083 -1.03286 -0.196
H -0.50949 3.97555 -3.64452 0.080
H 1.14816 3.60869 -3.10500 0.079
H -0.01014 4.30586 -1.98051 0.079
H -0.08100 1.47392 -3.10629 0.117
H -1.50487 2.28757 -2.42719 0.033
H 0.78810 1.34990 -1.01727 0.072
F -3.79496 -2.14833 2.43291 -0.160
C -3.33211 -1.92724 1.11589 -0.495
F -3.18130 -3.18559 0.56015 -0.165
H -4.25157 -1.52774 0.53435 0.067

Record 2
61
Properties=species:S:1:pos:R:3:lowdin_charge:R:1 method="wB97M-V/def2-TZVPD" orbital_gap_ev=10.88 total_charge=+1 e_above_lowest_ev=2.483 total_energy_ev=-38031.358 largest_force_ev_per_a=3.55
C -2.02221 1.40839 -0.35715 -0.040
C -0.73154 0.62958 -0.34956 -0.282
C -0.19213 0.45334 1.12672 -0.146
C 1.32963 0.39900 1.24758 -0.085
C 2.17194 1.53489 0.51260 -0.416
O 2.28085 1.33558 -0.84237 -0.012
N -0.94165 -0.79121 -0.86777 0.200
H -2.14661 1.86946 0.64845 0.059
H -2.92280 0.77419 -0.59629 0.107
H -2.13044 2.15659 -1.17982 0.082
H 0.05183 0.96889 -1.01862 0.125
H -0.57243 -0.38847 1.75405 0.110
H -0.64472 1.34196 1.70857 0.071
H 1.82957 -0.45943 0.75277 0.114
H 1.53413 0.58516 2.34376 0.117
H 1.96163 2.58792 0.56915 0.150
H -1.89472 -1.05394 -0.55378 0.166
H -0.08416 -1.32147 -0.74780 0.122
H -1.04266 -0.70659 -1.90608 0.143
H 0.26886 -0.76282 3.60259 0.007
H 0.17735 -1.89003 4.62206 0.060
O -0.28574 -1.52478 3.86073 -0.064
H -1.30960 -3.89320 -0.18785 0.082
H -0.23613 -3.26762 -0.83475 0.001
O -1.19863 -3.30660 -0.95763 -0.073
H -2.64395 1.34437 3.40813 0.042
H -3.48964 0.17452 3.11339 0.066
O -2.95005 0.83491 2.64554 -0.042
H 0.38264 -3.10091 2.71935 0.016
H 0.00949 -4.52551 2.42696 0.070
O 0.27461 -3.71367 1.98873 -0.037
H -0.71936 3.32980 -2.29968 -0.022
H 0.47925 3.41245 -1.49718 0.027
O -0.40101 3.81046 -1.51614 -0.071
H -2.13261 -0.02580 -5.02015 0.073
H -2.30113 -0.69652 -3.52242 0.011
O -1.99213 0.05568 -4.07198 -0.067
H -0.51881 1.59614 3.57969 0.013
H 0.14206 1.64082 4.84959 0.083
O 0.22561 1.16124 4.01307 -0.044
H 4.82674 -1.24594 0.22467 0.057
H 4.12673 1.87009 0.67425 0.129
O 3.43437 1.42118 1.19269 -0.034
H -1.51679 1.69280 -3.93656 0.004
H -1.78950 3.28745 -4.22484 0.058
O -1.19639 2.62655 -3.87646 -0.064
H 2.81815 -0.66900 -3.02913 0.055
H 3.09116 -1.25689 -1.57500 0.000
O 2.44276 -1.17627 -2.31107 -0.071
H -1.59818 4.03557 1.74502 0.079
H -0.41465 3.25081 1.18063 0.021
O -0.86889 3.44533 2.01079 -0.051
H -1.98231 -2.82505 -4.05425 0.080
H -2.01076 -2.90107 -2.42766 0.030
O -2.36470 -2.43891 -3.24598 -0.083
H 2.23107 -3.86685 -0.64616 0.095
H 1.33004 -3.53913 0.51037 0.015
O 1.45628 -3.30886 -0.42620 -0.064
H 2.40467 0.42447 -1.19248 0.056
H 3.87610 0.00464 0.43383 0.060
O 4.08951 -0.80773 -0.19294 -0.090

Record 3
129
Properties=species:S:1:pos:R:3:lowdin_spin:R:1 method="wB97M-V/def2-TZVPD" orbital_gap_ev="3.19 / 3.19" total_charge=+1 multiplicity=2 e_above_lowest_ev=0.000 total_energy_ev=-229952.162 s_squared=0.759 largest_force_ev_per_a=2.23
Rh -0.73160 0.50176 1.68341 0.001
C -0.35565 3.59355 -7.26392 0.000
C -0.69790 3.21442 -5.84647 0.000
C 0.27987 3.14330 -4.86540 0.000
C -0.00551 2.72016 -3.56681 0.000
C 1.09395 2.67117 -2.53722 0.000
C -1.31346 2.37268 -3.28342 -0.004
Te -1.81481 0.68903 -1.69074 0.001
N -1.58807 1.68869 -0.05465 0.000
C -2.18897 2.54178 0.77769 0.000
O -2.00249 2.30792 2.01012 0.001
C -2.93899 3.75798 0.38164 0.000
C -2.72609 4.36174 -0.85144 0.000
C -3.38691 5.53862 -1.17228 0.000
C -4.25761 6.11465 -0.25749 0.000
C -4.46457 5.51711 0.98178 0.000
C -3.80474 4.34305 1.30326 0.000
C -3.23399 -0.75429 -0.78115 0.000
C -4.43448 -0.28988 -0.24322 0.000
C -4.83010 1.15965 -0.11837 0.000
C -5.35590 -1.24262 0.18024 0.000
C -5.14115 -2.59919 0.01531 0.000
C -6.17317 -3.60959 0.43918 0.000
C -3.96892 -3.01306 -0.61041 0.000
C -3.00973 -2.11576 -1.05369 0.000
C -1.79977 -2.66112 -1.77188 0.000
C -2.34824 2.48928 -4.21536 0.000
C -3.79915 2.24709 -3.86669 0.000
C -2.01443 2.92605 -5.48991 0.000
H 0.71623 3.52720 -7.44370 0.000
H -0.66880 4.61714 -7.48031 0.000
H -0.86543 2.94121 -7.97296 0.000
H 1.30582 3.40104 -5.11280 0.000
H 1.44709 3.68040 -2.31530 0.000
H 1.94654 2.09763 -2.90371 0.000
H 0.75807 2.23172 -1.59756 0.000
H -2.02038 3.92833 -1.54819 0.000
H -3.21082 6.01082 -2.13052 0.000
H -4.77439 7.03268 -0.50686 0.000
H -5.13436 5.97315 1.69931 0.000
H -3.95176 3.87051 2.26613 0.000
H -4.23741 1.82446 -0.74316 0.000
H -4.74223 1.50711 0.91283 0.000
H -5.86776 1.28812 -0.42519 0.000
H -6.28405 -0.89851 0.62651 0.000
H -7.06561 -3.12891 0.83612 0.000
H -5.76923 -4.27092 1.20725 0.000
H -6.46567 -4.23403 -0.40565 0.000
H -3.80206 -4.07242 -0.77855 0.000
H -2.00593 -3.66823 -2.12999 0.000
H -0.93787 -2.71781 -1.10601 0.000
H -1.53116 -2.06448 -2.64388 0.000
H -4.17709 3.05632 -3.23650 0.000
H -3.96482 1.31318 -3.31640 0.000
H -4.41836 2.19332 -4.75974 0.000
H -2.80147 3.03184 -6.23055 0.000
C 0.55934 -3.59839 8.01681 0.000
C 0.25552 -3.32077 6.56833 0.000
C 1.28001 -3.14189 5.64315 0.000
C 1.00464 -2.85487 4.31386 0.000
C -0.31897 -2.73619 3.91045 0.000
C -1.36156 -2.93383 4.80929 0.000
C -1.06521 -3.23301 6.12713 0.000
S -0.69437 -2.20789 2.27822 0.001
O 0.44273 -1.31420 1.85008 0.015
O -0.90506 -3.34704 1.43464 0.000
O -1.87131 -1.32040 2.39210 0.000
H 1.58780 -3.33780 8.26268 0.000
H 0.41829 -4.65680 8.24519 0.000
H -0.10562 -3.03312 8.67024 0.000
H 2.31167 -3.22195 5.96719 0.000
H 1.80294 -2.72847 3.59179 0.000
H -2.38754 -2.83230 4.47892 0.000
H -1.87314 -3.39006 6.83250 0.000
C -0.83556 0.89882 4.97463 0.000
P 0.28018 1.21903 3.59032 0.001
C 0.49270 3.01031 3.61192 0.000
C 1.86563 0.57545 4.14919 0.000
H -0.44994 1.38210 5.87382 0.000
H -0.91611 -0.17703 5.13799 0.000
H -1.82413 1.29350 4.73912 0.000
H 0.80598 3.31235 4.61251 0.000
H -0.45011 3.48972 3.35452 0.000
H 1.25086 3.31116 2.88743 0.000
H 2.03714 0.95432 5.15824 0.000
H 2.67204 0.90565 3.49442 0.000
H 1.84715 -0.51095 4.16391 0.000
C 1.20549 -5.22082 -1.17027 0.001
O 1.39690 -3.79876 -1.29702 0.019
C 1.97846 -3.18790 -0.25528 0.076
O 2.39013 -3.77626 0.72262 0.118
C 2.14733 -1.73937 -0.46034 0.521
C 1.93088 -1.14813 -1.76919 0.069
As 3.64199 -1.13957 -2.76925 0.072
C 4.07337 -3.04368 -2.67306 0.006
C 4.85205 -0.55467 -1.29969 0.007
C 4.68974 -0.55900 0.02144 0.029
As 2.97118 -0.79866 1.02245 0.021
C 2.35548 1.00842 0.57340 0.002
C 5.75867 -0.21474 1.02523 0.003
O 5.78111 0.85960 1.56816 0.004
O 6.61644 -1.16667 1.38873 0.001
C 6.55349 -2.47379 0.77773 0.000
C 6.21353 -0.35243 -1.92124 0.004
O 6.75033 -1.25819 -2.50499 0.003
O 6.80015 0.84291 -1.85357 0.000
C 6.06269 1.99804 -1.40253 0.000
C 0.82702 -0.49834 -2.12356 0.013
O -0.10176 -0.16743 -1.18245 0.010
O 0.41113 -0.03642 -3.32159 0.001
C 0.99662 -0.38094 -4.57990 0.000
H 1.02274 -5.58217 -2.17799 0.000
H 0.34997 -5.41613 -0.53150 0.001
H 2.08996 -5.69193 -0.74977 0.000
H 3.32242 -3.59413 -3.23850 0.001
H 4.09813 -3.40401 -1.64684 0.000
H 5.05324 -3.17245 -3.12557 0.001
H 2.49988 1.20537 -0.48601 0.000
H 2.94022 1.71598 1.16075 0.000
H 1.29760 1.10966 0.82242 -0.001
H 7.16266 -3.11195 1.40811 0.000
H 6.96296 -2.44728 -0.22979 0.000
H 5.53264 -2.85242 0.75912 0.000
H 6.66405 2.85036 -1.69981 0.000
H 5.93314 1.99159 -0.32535 0.000
H 5.09194 2.04896 -1.89572 0.000
H 0.23327 -0.15261 -5.31992 0.000
H 1.23905 -1.44328 -4.60290 0.000
H 1.88320 0.21279 -4.76990 0.000

Record 4
10
Properties=species:S:1:pos:R:3:lowdin_charge:R:1 method="wB97M-V/def2-TZVPD" orbital_gap_ev=9.02 total_charge=0 smiles=CSS.O e_above_lowest_ev=0.197 total_energy_ev=-24852.029 largest_force_ev_per_a=1.02
C -1.28740 -0.06805 -1.08520 -0.532
S 0.25061 0.33449 -1.89446 0.374
S 0.91186 1.74787 -0.53154 0.300
H -1.10146 -0.55483 -0.13979 0.008
H -1.91157 -0.74662 -1.67010 0.040
H -1.87187 0.80369 -0.82636 0.023
H 2.15013 1.27262 -0.33453 -0.203
H 0.19512 -0.81570 2.25083 0.031
H 1.66837 -0.63851 2.15297 0.033
O 0.99621 -1.33495 2.07818 -0.075

Record 5
9
Properties=species:S:1:pos:R:3:lowdin_charge:R:1 method="wB97M-V/def2-TZVPD" orbital_gap_ev="9.28 / 9.34" total_charge=0 e_above_lowest_ev=7.751 total_energy_ev=-8168.935 largest_force_ev_per_a=3.02
C -0.72026 0.06561 -1.20238 -0.086
N 1.09084 0.82948 2.48298 0.117
N 0.67835 -0.54978 0.57122 -0.170
O 1.44113 -0.87810 -0.28633 0.029
O -0.44343 -0.01500 0.20904 -0.127
H 0.12191 0.69633 -1.78531 0.140
H -1.69790 0.53316 -1.43573 0.080
H -1.04397 -0.91199 -1.68305 0.102
H 0.57333 0.23029 3.12954 -0.084

Record 6
11
Properties=species:S:1:pos:R:3:lowdin_charge:R:1 method="wB97M-V/def2-TZVPD" orbital_gap_ev=9.91 total_charge=0 smiles=OC(O)CS e_above_lowest_ev=1.204 total_energy_ev=-17100.317 largest_force_ev_per_a=4.54
C 0.94180 -0.00426 -0.30500 -0.436
C -0.30188 0.25385 0.50672 -0.576
O -1.30678 -0.56317 0.06111 -0.026
O -0.13826 0.16018 1.89423 0.039
S 0.74295 0.35819 -2.12520 0.701
H 1.15690 -0.99585 -0.36602 0.037
H 1.67044 0.72436 -0.22723 0.035
H -0.72403 1.32552 0.18110 0.178
H -2.04243 -0.76434 0.63622 0.107
H 0.56056 -0.46187 1.93081 0.072
H -0.55927 -0.03260 -2.18674 -0.131